C29H39F9O7S | ωB97M-V with the def2-TZVPD basis set

```
85
Properties=species:S:1:pos:R:3:forces:R:3:mulliken_charge:R:1
C 0.52001 0.96291 4.23757 0.4 -1.3 -1.6 -0.766
C 0.65941 0.05276 3.06835 -0.5 0.6 0.9 -0.535
C 0.58545 0.48866 1.48813 -2.0 1.6 0.7 2.157
C -0.05000 1.99961 1.18302 0.4 -0.2 -0.2 -1.086
O -1.51852 2.01305 1.09557 1.5 1.9 -1.8 -0.209
C -1.81424 3.08410 0.08712 -0.9 1.1 0.1 -0.212
C -3.34533 3.70094 0.24921 0.5 0.8 -0.4 -0.525
O -4.29537 3.01466 -0.65870 0.0 1.7 0.2 -0.191
C -5.31070 3.95066 -1.18411 -1.0 0.6 0.4 -0.453
C -6.46156 3.23623 -2.12632 0.9 -0.1 -0.5 -0.393
O -7.79624 3.26039 -1.49136 2.1 -1.1 0.5 -0.383
C -7.81383 2.34766 -0.32969 -0.9 -0.2 0.4 -0.063
C -9.38739 2.25111 0.21757 1.0 0.6 0.0 -0.864
C -0.13024 -0.53168 0.40189 1.8 -0.3 -1.1 0.259
C -0.81850 -1.92348 0.93166 -0.1 -0.8 -1.1 -0.358
C -2.45088 -1.79453 0.84789 -3.1 5.0 1.5 0.361
O -3.01049 -0.62919 1.27758 3.4 -7.3 -2.5 -0.496
C -3.49331 -2.91169 0.25117 -2.9 -2.9 -1.0 0.227
C -3.26304 -3.84330 -1.08206 -3.0 -0.5 1.7 -0.189
C -4.40905 -4.92468 -1.64228 -1.3 2.1 3.2 -0.416
C -5.88013 -5.11647 -0.87029 3.8 3.2 1.5 -0.309
C -6.11310 -4.20013 0.49919 3.1 0.1 -2.4 -0.375
C -4.95294 -3.12691 1.03829 -0.1 -2.1 -2.8 -0.393
C 1.19931 -0.76132 -0.58461 0.6 -4.2 -2.3 0.070
O 1.44093 -1.80820 -1.38770 -1.3 7.5 5.2 -0.604
O 2.08088 0.42386 -0.40731 -0.9 -1.8 0.1 -0.347
C 2.17544 0.73893 1.03273 0.8 -3.1 1.4 -0.560
C 3.29163 -0.35379 1.63089 0.5 0.2 1.1 -0.852
C 4.81434 -0.04089 1.01368 -1.0 -0.6 -0.1 -0.066
C 5.72146 -1.39067 0.80493 1.0 0.3 0.5 -0.571
C 6.63581 -1.21154 -0.57747 -0.3 1.2 -0.2 -0.975
C 5.90300 -1.84867 -1.91824 -2.5 2.3 0.9 0.748
F 4.43146 -1.85349 -1.55736 4.2 -0.3 -1.5 -0.240
F 5.95637 -0.91928 -3.10889 0.2 -3.3 3.5 -0.320
C 6.26590 -3.39446 -2.24754 -5.7 -1.5 0.6 0.712
F 5.85746 -4.20361 -1.03862 1.5 2.8 -3.8 -0.267
F 5.34822 -3.87878 -3.34580 3.3 1.6 3.8 -0.254
S 8.02206 -3.82745 -2.62682 3.3 -3.0 -3.2 1.110
F 7.56038 -5.51207 -2.59769 1.0 3.6 0.3 -0.318
F 8.52034 -3.90695 -0.99040 -1.2 0.6 -3.4 -0.267
F 8.55226 -2.22444 -2.85779 -1.2 -3.1 1.1 -0.277
F 7.58629 -3.84289 -4.32094 1.3 0.2 3.5 -0.314
F 9.59130 -4.35267 -3.07477 -3.2 1.2 1.0 -0.286
O 2.77225 2.01017 1.47082 -1.3 -0.8 -3.4 -0.256
C 3.12242 2.88609 0.34223 1.4 2.6 -0.2 0.109
C 4.05101 4.12172 0.98078 0.7 -0.9 -0.6 -1.056
H -0.53568 1.28240 4.63183 2.3 0.9 -1.7 0.281
H 1.52520 1.30820 4.76956 -2.5 -2.0 0.0 0.212
H 0.89310 -1.09575 3.29294 1.2 2.8 -0.8 0.165
H 0.34835 2.32746 0.10610 -0.5 -0.9 2.4 0.318
H 0.29759 2.77356 1.98998 -0.5 -1.5 -1.5 0.239
H -1.08236 4.01501 0.22960 -1.5 -2.0 0.0 0.264
H -1.65004 2.72197 -1.02013 -0.4 0.4 2.1 0.230
H -3.31352 4.83978 -0.10258 0.2 -2.3 0.8 0.326
H -3.69972 3.71424 1.37896 0.7 -0.4 -2.3 0.224
H -4.85272 4.84360 -1.80898 -0.5 -1.8 1.3 0.271
H -5.87608 4.40215 -0.25147 1.0 -0.6 -1.9 0.359
H -6.12437 2.13258 -2.39979 -0.7 2.1 0.8 0.244
H -6.51420 3.81843 -3.16674 -0.2 -1.1 2.5 0.258
H -7.13391 2.75150 0.55817 -1.2 -0.9 -2.0 0.137
H -7.43482 1.30348 -0.69889 -0.6 1.9 0.8 0.228
H -9.45529 2.96253 1.16326 -0.1 -1.7 -1.9 0.231
H -10.11244 2.69517 -0.59720 1.5 -1.2 1.6 0.243
H -9.62642 1.12255 0.48868 0.3 2.6 -0.5 0.266
H -0.88221 -0.04646 -0.38660 1.5 -0.5 2.2 0.191
H -0.51572 -2.24848 2.01435 -0.7 0.9 -2.0 0.222
H -0.43565 -2.79632 0.21265 -1.0 1.9 1.5 0.384
H -2.25646 -3.76092 -1.68110 -2.2 -0.2 1.3 0.279
H -4.21039 -5.55572 -2.61885 -0.3 1.6 2.3 0.273
H -6.70270 -5.86116 -1.28949 2.0 1.8 1.1 0.282
H -7.16662 -4.33764 1.04265 2.8 0.6 -1.1 0.263
H -5.24841 -2.53565 2.01983 1.0 -1.2 -2.4 0.261
H 2.95678 -1.46761 1.47376 0.6 2.1 0.0 0.343
H 3.42319 -0.22262 2.81010 -0.7 -0.2 -2.6 0.317
H 4.66398 0.44640 -0.03968 0.4 -0.8 2.1 -0.086
H 5.35662 0.67080 1.78314 -1.1 -1.3 -1.9 0.275
H 6.49800 -1.41930 1.70071 -1.5 -0.1 -1.9 0.383
H 5.13139 -2.40049 0.84372 1.0 2.1 -0.3 0.329
H 7.75209 -1.53241 -0.44143 -2.3 0.3 -0.4 0.384
H 6.66068 -0.03316 -0.76796 0.0 -2.7 0.1 0.400
H 2.21764 3.41243 -0.18060 1.4 -1.4 1.1 0.224
H 3.79056 2.39386 -0.48277 -1.5 0.5 1.7 0.210
H 3.41065 4.96588 1.47763 1.3 -1.8 -0.8 0.283
H 4.83551 3.61932 1.72000 -1.9 1.2 -1.3 0.248
H 4.71792 4.58010 0.10314 -1.7 -0.9 1.9 0.330
```
Positions in Å, forces in eV/Å.

Values from the calculation:
SMILES string: C=C[C@]1(COCCOCCOCC)[C@H](CC(=O)c2ccccc2)C(=O)O[C@@]1(CCCCC(F)(F)C(F)(F)S(F)(F)(F)(F)F)OCC
calculated total energy: -2950.9844 Ha
net charge: 0
HOMO-LUMO gap: 5.42 eV
HOMO energy: -7.832 eV


C29H39N3OP2Tl | ωB97M-V with the def2-TZVPD basis set

```
75
Properties=species:S:1:pos:R:3:forces:R:3:mulliken_charge:R:1
C 5.53773 -1.24288 -0.47831 -0.5 0.1 -0.1 -0.789
C 4.31001 -1.04097 -1.10854 -0.3 -0.5 -0.2 0.135
C 3.49538 -2.18770 -1.39510 0.4 -0.1 0.7 0.506
C 3.79110 -3.40629 -0.74721 0.5 0.1 0.1 0.566
C 4.99793 -3.56440 -0.06432 -0.2 0.0 -0.2 -0.915
C 5.90292 -2.50953 0.00198 -0.1 0.1 -0.1 -0.645
C 2.73500 -4.46366 -0.75685 0.1 -0.2 -0.1 -0.894
C 1.87735 -4.40122 -1.98247 -0.4 -0.3 -0.3 0.668
C 1.67269 -3.13960 -2.59158 -0.4 -0.3 0.3 0.219
C 0.60396 -2.98655 -3.54741 0.4 0.1 0.4 0.356
C -0.01202 -4.13962 -4.03030 0.1 0.4 0.2 -0.761
C 0.33014 -5.40832 -3.53883 0.0 0.1 0.0 -0.722
C 1.21462 -5.52607 -2.47187 0.2 0.2 0.0 -0.934
H 6.20334 -0.39384 -0.33823 -0.1 -0.1 0.0 0.424
H 5.21653 -4.52547 0.40695 0.0 0.3 -0.2 0.443
H 6.88645 -2.65941 0.44132 -0.2 0.1 0.0 0.402
H 3.18844 -5.45287 -0.66479 -0.1 0.0 0.1 0.575
H -0.78261 -4.04301 -4.79513 0.2 -0.1 0.1 0.400
H -0.11437 -6.29668 -3.98427 0.0 0.2 0.2 0.403
H 1.41063 -6.49648 -2.01135 -0.1 0.2 -0.2 0.447
N 2.40344 -2.05033 -2.20254 -0.7 0.7 -0.1 -0.078
Tl 0.39480 -1.34354 -0.28952 0.4 -0.2 -0.1 1.097
C 3.75895 0.30705 -1.49210 -0.2 0.1 -0.5 -1.295
H 3.39013 0.26264 -2.52746 0.3 0.1 0.1 0.324
H 4.51992 1.09620 -1.39523 -0.3 -0.2 0.0 0.667
C 0.19925 -1.58808 -3.99135 0.3 0.1 -0.3 -1.251
H 1.09842 -1.03627 -4.30929 -0.2 -0.2 0.0 0.376
H -0.50399 -1.64159 -4.83732 0.3 0.0 0.2 0.588
P 2.22907 0.80059 -0.53023 1.5 0.9 0.3 0.885
P -0.57369 -0.48266 -2.70480 -0.5 -0.5 -0.4 0.805
C -2.33651 -0.96321 -2.77895 -0.1 0.1 0.0 -1.293
H -2.92618 -0.29582 -2.13170 0.1 -0.2 -0.2 0.390
H -2.71751 -0.89002 -3.80843 0.1 0.0 0.3 0.429
H -2.45044 -1.99025 -2.41444 0.0 0.2 -0.1 0.356
C -0.60817 1.17161 -3.48109 0.2 0.2 -0.1 -1.310
H -1.24598 1.18259 -4.37945 0.2 -0.1 0.3 0.442
H -1.00238 1.90423 -2.76302 0.1 -0.2 -0.2 0.375
H 0.40989 1.47801 -3.75803 -0.3 -0.1 0.0 0.325
C 3.06891 1.15680 1.06797 -0.1 -0.1 0.3 -1.518
H 4.00900 1.70012 0.87792 -0.3 -0.2 0.1 0.485
H 2.42510 1.75990 1.72204 0.2 -0.1 -0.2 0.411
H 3.29782 0.21288 1.57766 0.0 0.2 0.0 0.319
C 2.01702 2.55260 -1.08302 -0.1 0.0 -0.3 -1.339
H 1.15785 3.00201 -0.56298 0.2 -0.2 -0.1 0.330
H 2.91448 3.15205 -0.85881 -0.3 -0.3 -0.1 0.440
H 1.81526 2.59258 -2.16300 0.1 0.0 0.3 0.344
H 2.07534 -4.31923 0.13076 0.3 0.0 -0.3 0.257
H -0.88588 -2.59670 -0.12807 -0.2 0.0 0.1 -0.267
C -4.84686 5.31115 1.81453 0.2 0.2 -0.1 -1.162
C -5.23113 4.07209 2.60096 -0.3 -0.3 -0.3 -0.526
N -4.07675 3.30522 3.09454 0.5 -0.5 -0.1 0.248
C -3.90230 3.18830 4.54972 0.4 0.2 -0.3 -0.963
C -4.28266 1.82087 5.10251 -0.3 0.1 0.1 -1.151
C -3.36524 2.62501 2.13548 -0.9 0.6 -0.4 0.090
O -3.75028 2.68440 0.96317 0.5 -0.3 0.6 -0.731
C -2.10249 1.81810 2.41242 0.3 -0.3 -0.1 0.624
C -1.50312 1.51642 3.64829 0.1 0.0 -0.4 0.181
C -0.37981 0.69322 3.69270 0.3 -0.2 -0.3 -1.576
C 0.14451 0.18812 2.50195 -0.3 0.4 0.4 -0.114
N -0.38056 0.50896 1.31361 -0.8 -0.1 0.2 -0.142
C -1.48951 1.27179 1.26380 0.3 -0.1 0.3 -0.600
H -4.17107 5.93634 2.40610 -0.1 0.0 -0.1 0.294
H -5.73951 5.89726 1.56968 0.1 -0.1 0.1 0.375
H -4.35838 5.03326 0.87773 0.0 0.1 0.2 0.310
H -5.82982 4.35796 3.46890 0.1 -0.2 -0.1 0.435
H -5.82687 3.41769 1.94923 0.0 0.1 0.3 0.307
H -2.86546 3.46597 4.78473 -0.3 0.0 0.2 0.456
H -4.54627 3.94686 5.00746 0.3 -0.1 -0.1 0.462
H -3.75472 1.00702 4.59711 -0.3 0.1 0.1 0.435
H -4.04407 1.77253 6.17108 -0.1 0.0 -0.1 0.323
H -5.36369 1.69019 4.97544 0.2 -0.2 0.1 0.389
H -1.91887 1.88217 4.57717 0.3 -0.1 -0.2 0.441
H 0.10017 0.41813 4.63150 -0.3 0.1 -0.2 0.430
H 0.99792 -0.50783 2.49654 -0.4 0.4 0.0 0.400
H -1.91230 1.42919 0.26444 0.1 0.1 0.6 0.591
```
Positions in Å, forces in eV/Å.

Values from the calculation:
calculated total energy: -2222.8992 Ha
net charge: +1
HOMO-LUMO gap (spin up / spin down): 4.83 / 6.63 eV
HOMO energy (spin up / spin down): -9.011 / -9.894 eV


> Which value of calculated total energy does entry 1 give?

-2950.9844 Ha